{"formula": "C4H7N3O", "method": "ωB97M-V/def2-TZVPD", "symbols": ["C", "C", "C", "C", "H", "H", "H", "H", "H", "H", "H", "N", "N", "N", "O"], "coordinates": [[1.1048, 0.0485, -0.3970], [0.3084, 1.1516, 0.1458], [-2.6274, -0.3660, -0.6555], [-2.2121, -0.7217, 0.9055], [4.1246, -0.9515, 0.8352], [0.8343, -0.8682, -0.5951], [0.7813, 2.0605, 0.6455], [-2.9698, -0.9381, -1.4199], [-3.5037, 0.5393, -0.7680], [-2.5141, 0.1997, 1.3805], [-2.0490, -1.7575, 1.3323], [2.4387, 0.3116, 0.0998], [-1.0005, 1.0854, 0.0278], [-1.2770, -0.3444, -0.1791], [3.0907, -0.7908, -0.1304]], "total_charge": 0, "relative_energy_ev": 10.345, "gap_ev": 7.7, "e_homo_ev": -8.6}


{"formula": "C5H13NO", "method": "ωB97M-V/def2-TZVPD", "symbols": ["C", "O", "C", "C", "C", "C", "N", "H", "H", "H", "H", "H", "H", "H", "H", "H", "H", "H", "H", "H"], "coordinates": [[-0.8265, 0.7620, -1.1399], [-0.8076, 2.0097, -1.8367], [0.3552, 0.7172, -0.1308], [0.4025, -0.4582, 0.8396], [-0.0077, -1.7835, 0.1813], [-0.4245, -0.2238, 2.1013], [1.7115, 0.4966, -1.1176], [-1.8008, 0.8350, -0.6703], [-0.6123, -0.0945, -1.7738], [0.0295, 2.0442, -2.3168], [0.2629, 1.6439, 0.4344], [1.4580, -0.5750, 1.0900], [0.4555, -1.8104, -0.8075], [0.3115, -2.6707, 0.7240], [-1.0897, -1.7990, 0.0467], [-0.6199, -1.1270, 2.6796], [0.0449, 0.5367, 2.7253], [-1.4375, 0.0744, 1.8367], [1.3238, 0.0147, -1.9236], [1.2712, 1.4079, -0.9422]], "total_charge": 0, "relative_energy_ev": 3.455, "gap_ev": 11.1, "e_homo_ev": -10.2}


{"formula": "C3H10N", "method": "ωB97M-V/def2-TZVPD", "symbols": ["C", "C", "C", "N", "H", "H", "H", "H", "H", "H", "H", "H", "H", "H"], "coordinates": [[-1.9620, -1.4164, -2.0706], [-0.6880, -1.1362, -2.6479], [0.5941, -0.2602, -3.0701], [1.3304, 2.1571, 6.2838], [-0.3628, -1.2708, -1.5198], [-2.4927, -0.8360, -1.3375], [-2.6338, -2.2736, -2.6058], [-0.2015, -2.1860, -2.9485], [1.5913, -0.5934, -3.2321], [0.6946, 0.8397, -2.4358], [0.8718, 1.0620, -3.2465], [0.4851, 2.7142, 6.4202], [1.6659, 1.7394, 5.4405], [1.1076, 1.4602, 6.9701]], "total_charge": 1, "relative_energy_ev": 9.622, "gap_ev": 4.5, "e_homo_ev": -11.4}


{"formula": "C24H33Cl8F8O", "method": "ωB97M-V/def2-TZVPD", "symbols": ["C", "C", "C", "C", "C", "C", "C", "C", "C", "O", "C", "C", "F", "F", "C", "F", "F", "C", "F", "F", "C", "F", "F", "C", "C", "H", "H", "H", "H", "H", "H", "H", "H", "H", "H", "H", "H", "H", "H", "H", "H", "H", "Cl", "C", "C", "Cl", "H", "H", "H", "H", "Cl", "C", "C", "Cl", "H", "H", "H", "H", "Cl", "C", "C", "Cl", "H", "H", "H", "H", "Cl", "C", "C", "Cl", "H", "H", "H", "H"], "coordinates": [[3.3438, -4.0424, 2.6756], [3.2304, -3.1998, 1.4082], [4.2325, -3.1120, 0.4467], [4.1084, -2.2976, -0.6952], [2.9425, -1.5325, -0.8919], [2.7992, -0.6038, -2.1148], [1.8201, 0.6003, -1.9040], [2.2068, 1.4242, -0.6442], [1.0955, 1.6305, 0.4184], [-0.2458, 1.5964, -0.0887], [-1.0899, 0.8251, 0.7010], [-2.1772, 0.2485, -0.2371], [-1.6207, -0.3979, -1.2652], [-2.8142, 1.3299, -0.7717], [-3.2485, -0.6085, 0.5175], [-4.4538, -0.0078, 0.3118], [-3.0546, -0.5341, 1.8416], [-3.4268, -2.0641, 0.0265], [-3.7251, -2.1075, -1.2733], [-4.5306, -2.5470, 0.6638], [-2.3017, -3.0677, 0.3487], [-1.2728, -3.0036, -0.5058], [-1.8324, -2.9369, 1.6064], [1.9290, -1.6626, 0.0740], [2.0357, -2.4670, 1.2093], [2.6902, -3.6090, 3.4432], [4.3556, -4.0545, 3.0950], [3.0039, -5.0615, 2.4538], [5.1535, -3.6844, 0.5773], [4.9007, -2.2229, -1.4376], [3.7708, -0.2965, -2.5222], [2.3110, -1.2065, -2.8836], [0.8368, 0.1163, -1.7893], [2.5546, 2.4091, -0.9849], [3.0667, 0.9831, -0.0966], [1.2361, 2.6440, 0.8428], [1.2666, 0.9340, 1.2517], [-0.5782, -0.0120, 1.2005], [-1.5800, 1.4388, 1.4751], [-2.7354, -4.0749, 0.2623], [1.0182, -1.0910, -0.0961], [1.2189, -2.5251, 1.9280], [5.6634, 2.8469, -3.2652], [4.3948, 3.8845, -3.9636], [4.2678, 5.1966, -3.2267], [3.6111, 4.9661, -1.5917], [3.4588, 3.3258, -3.9520], [4.6732, 4.0714, -5.0006], [3.5792, 5.8538, -3.7571], [5.2275, 5.7026, -3.1423], [-5.9155, 5.3562, 1.5334], [-5.4998, 3.6763, 1.9724], [-6.6197, 2.7135, 1.6770], [-8.0236, 2.9639, 2.7534], [-5.2318, 3.6599, 3.0237], [-4.6198, 3.4057, 1.3884], [-6.2752, 1.6928, 1.8367], [-6.9631, 2.8024, 0.6493], [-4.3887, 4.0586, 7.0041], [-5.1235, 2.4744, 6.6499], [-4.1766, 1.5583, 5.9155], [-3.8534, 2.1200, 4.2569], [-6.0338, 2.6458, 6.0791], [-5.3958, 2.0298, 7.6062], [-4.6150, 0.5646, 5.8336], [-3.2235, 1.4690, 6.4317], [4.6900, -5.1043, -6.3037], [3.0224, -4.6283, -5.8809], [2.9116, -3.1622, -5.5416], [3.7247, -2.7537, -4.0168], [2.6958, -5.2522, -5.0524], [2.4018, -4.8547, -6.7475], [1.8620, -2.8931, -5.4196], [3.3350, -2.5392, -6.3266]], "total_charge": -1, "gap_ev": 3.3, "e_homo_ev": -1.4}


{"formula": "C2H7OPS", "method": "ωB97M-V/def2-TZVPD", "symbols": ["C", "C", "O", "P", "S", "H", "H", "H", "H", "H", "H", "H"], "coordinates": [[0.7146, 0.1063, 1.7052], [0.1845, 0.6709, 0.3245], [0.5949, -0.2965, -2.9513], [-0.3531, -1.2681, -2.4186], [-1.6006, 0.1456, 0.0960], [0.0339, 0.7392, 2.4073], [0.6536, -0.8995, 1.8691], [1.8753, 0.4600, 1.7871], [0.6107, 0.3435, -0.6363], [0.2196, 1.7444, 0.3505], [-1.2072, -1.0218, 0.3370], [-1.7262, -0.7241, -2.8705]], "total_charge": 0, "smiles": "CCS.O=P", "relative_energy_ev": 2.865, "gap_ev": 8.9, "e_homo_ev": -9.4}


{"formula": "C58H65N13", "method": "ωB97M-V/def2-TZVPD", "symbols": ["N", "C", "C", "C", "C", "H", "H", "H", "H", "H", "N", "C", "C", "C", "C", "H", "H", "H", "H", "H", "N", "C", "C", "C", "C", "H", "H", "H", "H", "H", "N", "C", "C", "C", "C", "H", "H", "H", "H", "H", "N", "C", "C", "C", "C", "H", "H", "H", "H", "H", "N", "C", "C", "C", "C", "H", "H", "H", "H", "H", "N", "C", "C", "C", "C", "H", "H", "H", "H", "H", "N", "C", "C", "C", "C", "C", "H", "H", "H", "H", "H", "N", "C", "C", "C", "C", "C", "H", "H", "H", "H", "H", "N", "C", "C", "C", "C", "C", "H", "H", "H", "H", "H", "N", "C", "C", "C", "C", "C", "H", "H", "H", "H", "H", "N", "C", "C", "C", "C", "C", "H", "H", "H", "H", "H", "N", "C", "C", "C", "C", "C", "H", "H", "H", "H", "H"], "coordinates": [[-0.8692, 5.6719, 5.3602], [-0.5788, 5.2800, 6.6872], [0.5261, 4.3950, 6.5223], [0.9874, 4.4130, 5.2307], [0.1502, 5.2156, 4.5399], [-1.6904, 6.1652, 5.0400], [-1.3312, 5.6068, 7.3897], [1.0189, 3.8121, 7.2863], [1.7616, 3.8691, 4.7100], [0.2198, 5.5145, 3.5044], [-5.0011, -2.3416, -1.0093], [-6.1802, -1.7979, -1.2453], [-6.9738, -2.7213, -1.8677], [-6.2301, -3.8953, -2.1766], [-5.0489, -3.6019, -1.5029], [-4.1482, -1.9912, -0.5972], [-6.4133, -0.7635, -1.0398], [-8.0078, -2.5980, -2.1539], [-6.4418, -4.7699, -2.7738], [-4.2530, -4.3060, -1.3101], [0.6868, 3.6795, -8.0604], [0.6370, 2.4891, -7.3808], [1.7617, 1.7549, -7.6144], [2.3929, 2.4372, -8.6744], [1.6676, 3.5197, -9.0234], [-0.0211, 4.3978, -8.1161], [-0.1733, 2.2426, -6.7106], [2.0357, 0.8202, -7.1479], [3.3535, 2.2117, -9.1135], [1.8471, 4.3182, -9.7280], [5.7775, -1.8457, 7.6677], [5.6560, -3.1816, 7.4563], [4.5268, -3.4476, 6.7718], [3.8631, -2.3109, 6.6035], [4.6456, -1.2717, 7.1119], [6.4507, -1.3595, 8.2427], [6.3132, -3.8825, 7.9496], [3.9633, -4.3289, 6.5029], [2.9226, -2.1176, 6.1090], [4.5612, -0.2096, 7.2886], [-0.1541, -7.7471, -0.0933], [0.8032, -8.5260, -0.7506], [0.8431, -9.7565, -0.1471], [-0.1335, -9.8069, 0.8174], [-0.7782, -8.5539, 0.7755], [-0.4273, -6.8012, -0.3187], [1.3473, -8.0033, -1.5233], [1.4027, -10.6500, -0.3810], [-0.3137, -10.6882, 1.4152], [-1.6234, -8.1132, 1.2832], [-4.9808, 4.6989, -5.8166], [-4.9388, 3.3719, -6.2164], [-4.6062, 2.6360, -5.0457], [-4.4721, 3.5547, -3.9375], [-4.6408, 4.7960, -4.4733], [-5.0155, 5.4819, -6.4536], [-5.1739, 3.1064, -7.2365], [-4.3379, 1.5915, -4.9886], [-4.0802, 3.2972, -2.9646], [-4.7311, 5.7478, -3.9709], [-6.3607, 4.0640, 3.2224], [-6.2006, 5.3941, 3.5757], [-5.2163, 5.9243, 2.8011], [-4.8707, 4.9963, 1.8452], [-5.5222, 3.7917, 2.1409], [-7.0446, 3.4332, 3.6155], [-6.8758, 5.8316, 4.2961], [-4.9071, 6.9553, 2.8895], [-4.2359, 5.2078, 0.9975], [-5.5450, 2.8110, 1.6892], [5.0741, 4.6726, 0.7707], [5.9984, 5.0530, 1.6980], [6.3512, 4.2043, 2.7760], [5.7912, 2.9558, 2.9252], [4.9530, 2.5449, 1.8489], [4.5119, 3.4289, 0.8692], [6.4543, 6.0221, 1.5587], [6.9867, 4.6098, 3.5495], [6.0480, 2.2281, 3.6809], [4.5824, 1.5314, 1.8936], [3.8060, 2.9419, 0.2127], [-1.3328, 7.8454, -2.5094], [-0.4715, 6.8794, -2.1731], [0.6487, 6.5534, -2.8779], [0.8806, 7.1697, -4.1232], [-0.1027, 8.0704, -4.6118], [-1.0509, 8.4525, -3.7072], [-0.5928, 6.3176, -1.2588], [1.3019, 5.7263, -2.6420], [1.6865, 6.9090, -4.7932], [0.0882, 8.6666, -5.4919], [-1.7351, 9.2364, -3.9965], [-0.0251, -2.2652, 0.1828], [0.1481, -1.5561, -0.9000], [-0.0005, -0.1639, -0.9836], [-0.2856, 0.5394, 0.1811], [-0.4840, -0.2019, 1.3582], [-0.3562, -1.6075, 1.3138], [0.4462, -2.0416, -1.8175], [0.1304, 0.2576, -1.9693], [-0.4013, 1.6078, 0.0744], [-0.8969, 0.3550, 2.1863], [-0.5143, -2.2241, 2.1863], [-3.3096, -5.8875, 5.7211], [-2.8677, -4.7374, 6.2874], [-1.7742, -4.6523, 7.0545], [-1.0773, -5.8455, 7.4135], [-1.5445, -7.0576, 6.8601], [-2.6509, -7.0227, 6.0320], [-3.4725, -3.9269, 5.9083], [-1.4876, -3.6616, 7.3751], [-0.2058, -5.7319, 8.0411], [-1.2220, -7.9952, 7.2882], [-3.1807, -7.9513, 5.8790], [6.4601, -2.4261, -1.2953], [7.6046, -1.6839, -1.3135], [8.3876, -1.3783, -0.2469], [7.8692, -1.7824, 1.0271], [6.6607, -2.4723, 1.2174], [6.0957, -2.7803, -0.0349], [8.0186, -1.3715, -2.2608], [9.2767, -0.7656, -0.2678], [8.4521, -1.5066, 1.8934], [6.2358, -2.8143, 2.1495], [5.1227, -3.2377, -0.1373], [-2.3167, -3.3754, -6.6811], [-0.9716, -3.4134, -6.7540], [-0.2439, -4.4206, -6.1841], [-0.8923, -5.5327, -5.7135], [-2.2959, -5.6029, -5.6830], [-2.9713, -4.4610, -6.1403], [-0.5653, -2.6241, -7.3691], [0.8348, -4.3714, -6.2058], [-0.3823, -6.4481, -5.4519], [-2.7539, -6.5371, -5.3933], [-4.0449, -4.3611, -6.2009]], "total_charge": 0, "relative_energy_ev": 6.430, "gap_ev": 7.9, "e_homo_ev": -7.9}


no.,F_max (eV Å⁻¹)
1,12.160
2,4.195
3,4.912
4,1.998
5,6.186
6,5.923